ORCA calculation (ωB97M-V/def2-TZVPD) on a cluster of 3 separate species, C3H14N3O2 in total in a non-equilibrium geometry.

Geometry (Å):
C1 0.87 1.67 1.68
C2 0.63 0.21 1.25
N1 -0.92 -0.16 1.06
C3 -1.11 -1.10 0.08
N2 -2.03 -2.13 0.46
N3 -0.60 -0.97 -1.13
H1 1.61 2.27 1.03
H2 1.52 1.74 2.59
H3 -0.03 2.29 1.82
H4 1.09 -0.05 0.18
H5 1.18 -0.67 1.85
H6 -1.50 0.15 1.92
H7 -2.25 -2.34 1.32
H8 -2.25 -2.71 -0.38
H9 -0.77 -1.84 -1.76
H10 -0.07 -0.21 -1.42
H11 -1.15 2.23 -2.44
H12 -1.83 1.51 -1.36
O1 -1.22 1.33 -2.03
H13 3.53 -0.04 -1.38
H14 2.71 -0.97 -2.04
O2 2.60 -0.22 -1.29

Computed properties:
Multiplicity   2
Charge   +2
Energy relative to the best compared isomer or geometry (same formula, charge and spin)   16.5 kcal/mol
Lowest unoccupied orbital energy (spin up / spin down)   -8.3 / -13.4 eV
Energy   -11882.0142 eV

Atom-resolved charges from natural (NBO), all expressed in e:
1 C -0.7015
2 C -0.2751
3 N -0.3000
4 C 0.6249
5 N -0.6843
6 N -0.6120
7 H 0.3170
8 H 0.2937
9 H 0.2631
10 H 0.3359
11 H 0.3656
12 H 0.5036
13 H 0.4245
14 H 0.4404
15 H 0.4744
16 H 0.4859
17 H 0.5179
18 H 0.4655
19 O -0.9626
20 H 0.5033
21 H 0.4946
22 O -0.9748